## a
{"formula": "C4H10NOP", "method": "the ωB97M-V functional and the def2-TZVPD basis", "total_charge": 0, "orbital_gap_ev": [8.9, 6.9], "species": ["C", "C", "C", "C", "N", "O", "P", "H", "H", "H", "H", "H", "H", "H", "H", "H", "H"], "positions_angstrom": [[-2.69311, -0.71854, 0.33196], [1.59245, -1.36085, -0.62481], [-0.04090, 1.22029, 1.47036], [1.48702, 0.07336, -1.18852], [-1.59007, -1.04611, 0.02403], [-0.17527, 2.34821, -1.15955], [0.11622, 1.12656, -0.42653], [-3.53534, -1.36983, 0.44394], [-2.94201, 0.42770, 0.49595], [1.60540, -2.26968, -1.22279], [2.47952, -1.35399, -0.07223], [0.76992, -1.34396, 0.13291], [-0.09520, 0.29675, 1.93043], [0.70073, 1.85166, 1.91729], [-1.11824, 1.46951, 1.57612], [1.09430, -0.08633, -2.25660], [2.34458, 0.73528, -1.37197]]}

---

## b
{"formula": "C4H10NOP", "method": "the ωB97M-V functional and the def2-TZVPD basis", "total_charge": 0, "smiles": "C=PN(C)C.C=O", "orbital_gap_ev": 8.3, "species": ["C", "P", "N", "C", "C", "H", "H", "H", "H", "H", "H", "H", "H", "C", "O", "H", "H"], "positions_angstrom": [[0.13244, -2.53136, -0.30519], [0.54693, -1.03880, 0.35250], [-0.87744, -0.10581, 0.00815], [-1.92496, -0.17704, -0.98632], [-0.92009, 1.04715, 0.76814], [-0.69161, -2.66918, -1.04440], [0.72715, -3.48225, -0.02122], [-1.88728, 0.78139, -1.60023], [-1.80814, -0.90808, -1.70330], [-2.82898, -0.39827, -0.48173], [-1.75353, 1.14193, 1.65891], [-0.04591, 1.36769, 1.24253], [-1.17752, 1.89845, 0.17605], [3.11582, 1.26256, 0.48483], [2.79251, 0.49186, -0.36102], [2.41577, 1.92034, 1.00598], [4.18484, 1.39944, 0.80631]]}

---

## c
{"formula": "C4H10NOP", "method": "the ωB97M-V functional and the def2-TZVPD basis", "total_charge": 0, "smiles": "C=PN(CC)CO", "orbital_gap_ev": 9.3, "species": ["C", "P", "N", "C", "C", "C", "O", "H", "H", "H", "H", "H", "H", "H", "H", "H", "H"], "positions_angstrom": [[-1.76515, 0.78757, -2.07605], [-1.76231, -0.45885, -0.95709], [-0.40229, -0.39560, 0.06178], [0.81814, 0.18568, -0.35564], [2.00465, -0.64773, 0.05475], [-0.79012, -0.64152, 1.42454], [-0.76251, 0.52834, 2.21501], [-2.62568, 0.83922, -2.77253], [-1.11209, 1.68161, -1.90753], [0.95367, 1.26888, 0.06640], [0.82014, 0.46976, -1.37824], [1.96182, -0.71182, 1.07973], [2.14717, -1.67815, -0.26328], [2.99689, -0.11779, -0.13691], [-1.84071, -1.02012, 1.39770], [-0.06526, -1.33731, 1.95509], [-0.57636, 1.24786, 1.59224]]}

---

c (125.3 kJ/mol below the next structure)

---

## a
{"formula": "C7H12ClFN2", "method": "the ωB97M-V functional and the def2-TZVPD basis", "total_charge": 2, "smiles": "CC[N@+]1(CCl)C=C[N+](F)=CC1", "orbital_gap_ev": 8.8, "species": ["C", "C", "N", "C", "Cl", "C", "C", "N", "F", "C", "C", "H", "H", "H", "H", "H", "H", "H", "H", "H", "H", "H", "H"], "positions_angstrom": [[-1.20032, 0.91636, 1.83850], [0.29274, 0.90561, 1.32148], [0.52523, 0.23206, -0.00903], [2.05256, 0.25025, -0.47839], [3.13841, -0.75667, 0.52613], [-0.12570, 1.11950, -0.97588], [-1.31493, 0.72761, -1.52240], [-1.98450, -0.41606, -1.03855], [-3.17317, -0.76566, -1.58964], [-1.47141, -1.32508, -0.22186], [-0.07654, -1.10638, 0.11850], [-2.17945, 1.30877, 1.24021], [-1.24280, 1.47787, 2.79424], [-1.57786, -0.13667, 2.24078], [0.70205, 1.90891, 1.20057], [0.93240, 0.32702, 2.03955], [1.88916, -0.16196, -1.44796], [2.41615, 1.31259, -0.53652], [0.20883, 2.13740, -1.14765], [-1.68032, 1.53840, -2.23669], [-1.87880, -2.23313, 0.01129], [0.14876, -1.42204, 1.18252], [0.49823, -1.96255, -0.42601]]}

---

## b
{"formula": "C7H12ClFN2", "method": "the ωB97M-V functional and the def2-TZVPD basis", "total_charge": 2, "orbital_gap_ev": 5.7, "species": ["C", "C", "C", "C", "C", "C", "C", "N", "N", "F", "Cl", "H", "H", "H", "H", "H", "H", "H", "H", "H", "H", "H", "H"], "positions_angstrom": [[0.00838, 0.39080, 1.37202], [-1.23162, 0.77018, 1.24305], [-0.20366, -1.66256, 0.39588], [0.38575, 0.17365, -0.92717], [-1.76086, -1.40197, 0.20345], [-1.14821, 0.58367, -1.12332], [4.01474, -0.27317, 0.38693], [0.48228, -0.44089, 0.37442], [-1.84629, 0.11826, 0.03802], [-3.15021, 0.41700, 0.01073], [5.38997, 0.53134, -0.04401], [0.80770, 0.86434, 1.96964], [-1.77866, 1.50995, 1.86364], [0.02224, -2.03348, 1.41226], [0.06149, -2.37835, -0.32589], [0.66156, -0.53303, -1.64199], [0.94646, 1.10031, -1.01821], [-2.41188, -1.87918, -0.67367], [-2.14353, -1.69185, 1.12854], [-1.26944, 1.61179, -1.29257], [-1.52873, 0.01559, -2.00521], [4.10159, -1.28494, 0.20240], [3.12294, 0.22542, 0.43652]]}

---

a (90.3 kJ/mol below the next structure)

---

## a
{"formula": "C24H21NO4", "method": "the ωB97M-V functional and the def2-TZVPD basis", "total_charge": 0, "smiles": "O=C(C[C@@]1(O)C(=O)N(CCc2ccccc2)c2ccccc21)c1ccccc1O", "orbital_gap_ev": 8.5, "species": ["O", "C", "C", "C", "O", "C", "O", "N", "C", "C", "C", "C", "C", "C", "C", "C", "C", "C", "C", "C", "C", "C", "C", "C", "C", "C", "C", "C", "O", "H", "H", "H", "H", "H", "H", "H", "H", "H", "H", "H", "H", "H", "H", "H", "H", "H", "H", "H", "H", "H"], "positions_angstrom": [[-2.38791, -1.25066, 0.09031], [-1.81349, -1.14751, -0.99124], [-0.88856, 0.02331, -1.21146], [0.58786, -0.39702, -0.93798], [0.99527, -1.48596, -1.72019], [1.43830, 0.85387, -1.23267], [1.62528, 1.31806, -2.33737], [1.93097, 1.32420, -0.06131], [2.72061, 2.52829, 0.02007], [1.84117, 3.76979, 0.25143], [1.09168, 3.65517, 1.54751], [1.67572, 4.06377, 2.73999], [1.01639, 3.88710, 3.94336], [-0.23288, 3.29093, 3.96960], [-0.82733, 2.88858, 2.78623], [-0.16953, 3.07560, 1.58421], [1.59632, 0.47894, 0.99995], [1.94807, 0.57590, 2.33106], [1.51781, -0.42790, 3.18834], [0.77818, -1.50187, 2.72574], [0.42909, -1.59837, 1.38377], [0.83368, -0.59737, 0.53162], [-1.94916, -2.15655, -2.03978], [-1.46983, -1.97392, -3.34417], [-1.57064, -2.96607, -4.29054], [-2.15349, -4.18520, -3.95843], [-2.64849, -4.39282, -2.69267], [-2.57219, -3.38856, -1.72253], [-3.08878, -3.64711, -0.52062], [-0.95354, 0.42512, -2.22211], [-1.15447, 0.80077, -0.49279], [1.21188, -1.15391, -2.60212], [3.24706, 2.63157, -0.93322], [3.44836, 2.41843, 0.82670], [1.14437, 3.85902, -0.58384], [2.48810, 4.64836, 0.25961], [2.65404, 4.52448, 2.72376], [1.48038, 4.21232, 4.86320], [-0.74413, 3.14582, 4.90941], [-1.80309, 2.42658, 2.79882], [-0.64088, 2.77148, 0.66015], [2.52866, 1.40313, 2.70608], [1.77538, -0.36698, 4.23501], [0.46758, -2.27393, 3.41242], [-0.13573, -2.43986, 1.01739], [-1.03038, -1.03168, -3.62975], [-1.19935, -2.79918, -5.29001], [-2.22705, -4.96728, -4.69922], [-3.11588, -5.32451, -2.41520], [-2.99128, -2.83434, 0.03515]]}

---

## b
{"formula": "C24H21NO4", "method": "the ωB97M-V functional and the def2-TZVPD basis", "total_charge": 0, "smiles": "CCC(=O)Nc1ccccc1C(=O)OCc1ccc(C(=O)c2ccccc2)cc1", "orbital_gap_ev": 8.6, "species": ["C", "C", "C", "O", "N", "C", "C", "C", "C", "C", "C", "C", "O", "O", "C", "C", "C", "C", "C", "C", "O", "C", "C", "C", "C", "C", "C", "C", "C", "H", "H", "H", "H", "H", "H", "H", "H", "H", "H", "H", "H", "H", "H", "H", "H", "H", "H", "H", "H", "H"], "positions_angstrom": [[-3.89930, -3.71289, 1.55441], [-3.76828, -3.68068, 0.03161], [-4.45135, -2.45620, -0.55256], [-5.45586, -2.51811, -1.22436], [-3.80034, -1.30272, -0.21499], [-4.12092, 0.00875, -0.50808], [-5.19371, 0.33904, -1.33982], [-5.48612, 1.65600, -1.62301], [-4.71826, 2.68223, -1.08741], [-3.65875, 2.37658, -0.26277], [-3.34028, 1.05029, 0.04480], [-2.20325, 0.77316, 0.93582], [-1.80809, -0.33718, 1.25103], [-1.62772, 1.88502, 1.40539], [-0.48414, 1.70974, 2.24586], [0.74589, 1.44538, 1.41786], [1.33912, 0.18992, 1.40117], [2.44715, -0.05042, 0.60983], [2.97076, 0.96413, -0.18761], [4.13353, 0.74113, -1.08716], [4.23353, 1.32378, -2.14808], [5.16300, -0.22629, -0.62947], [5.49088, -0.37190, 0.71689], [6.48108, -1.26016, 1.09466], [7.14408, -2.01413, 0.13931], [6.83025, -1.86563, -1.20234], [5.85281, -0.96793, -1.58648], [2.35366, 2.21380, -0.19344], [1.25728, 2.45463, 0.60885], [-3.45949, -4.62724, 1.94573], [-3.39118, -2.86675, 2.01151], [-4.94763, -3.68505, 1.84288], [-2.71365, -3.67455, -0.25117], [-4.24269, -4.56292, -0.39945], [-2.97054, -1.38850, 0.37271], [-5.78895, -0.45661, -1.75561], [-6.31937, 1.88674, -2.26972], [-4.94887, 3.71154, -1.31481], [-3.05448, 3.16298, 0.16052], [-0.39584, 2.64961, 2.79580], [-0.66850, 0.88206, 2.93829], [0.92282, -0.60452, 2.00199], [2.88983, -1.03537, 0.58996], [4.98805, 0.22753, 1.46197], [6.73798, -1.36523, 2.13850], [7.91116, -2.71209, 0.44078], [7.35274, -2.44636, -1.94789], [5.60074, -0.83112, -2.62758], [2.75410, 2.98658, -0.83239], [0.78345, 3.42523, 0.60556]]}

---

b (6.3 kJ/mol below the next structure)

---

## a
{"formula": "C5H10N2O", "method": "the ωB97M-V functional and the def2-TZVPD basis", "total_charge": 0, "orbital_gap_ev": [7.6, 6.1], "species": ["C", "C", "N", "C", "C", "C", "O", "N", "H", "H", "H", "H", "H", "H", "H", "H", "H", "H"], "positions_angstrom": [[1.45614, 0.05295, -0.06444], [0.80016, 1.40109, 0.10258], [-1.86082, 0.23651, 1.16270], [-1.39065, 0.25811, -0.18214], [-0.55401, 1.32955, -0.57512], [-0.11931, -1.94056, -0.93640], [2.29415, -0.37621, 0.92050], [0.05851, -1.03423, -0.07230], [1.87355, -0.23328, 1.77806], [1.90790, -0.11290, -1.04107], [-1.13020, 0.49063, 1.81287], [-2.25963, -0.65071, 1.43746], [1.42422, 2.15214, -0.38366], [0.70357, 1.63950, 1.16898], [-2.17544, 0.00787, -0.89534], [-0.54602, 1.56371, -1.63149], [0.13924, -2.96770, -0.70331], [-0.62134, -1.81647, -1.89786]]}

---

## b
{"formula": "C5H10N2O", "method": "the ωB97M-V functional and the def2-TZVPD basis", "total_charge": 0, "smiles": "C=C(C=O)NN(C)C", "orbital_gap_ev": [8.5, 8.5], "species": ["C", "C", "C", "O", "N", "N", "C", "C", "H", "H", "H", "H", "H", "H", "H", "H", "H", "H"], "positions_angstrom": [[0.32460, -1.72259, -1.92349], [0.78448, -0.87979, -0.99466], [0.84025, -1.31605, 0.48877], [0.47317, -2.43516, 0.85538], [0.79635, 0.49300, -1.01716], [-0.22690, 0.90623, 0.14620], [0.13042, 1.80218, 1.23374], [-1.57686, 0.36973, 0.19416], [0.04564, -1.36729, -2.91045], [0.24278, -2.78250, -1.70749], [1.63508, -0.79367, 1.05576], [1.69465, 0.84797, -0.67928], [0.16645, 1.26167, 2.18749], [1.10033, 2.27725, 1.06153], [-0.60496, 2.60706, 1.33135], [-1.69859, -0.27101, 1.07463], [-2.29838, 1.18347, 0.31843], [-1.82852, -0.18049, -0.71491]]}

---

## c
{"formula": "C5H10N2O", "method": "the ωB97M-V functional and the def2-TZVPD basis", "total_charge": 0, "smiles": "[H]/N=C(/CC)NC(=C)O", "orbital_gap_ev": 9.2, "species": ["H", "N", "C", "C", "C", "N", "C", "C", "O", "H", "H", "H", "H", "H", "H", "H", "H", "H"], "positions_angstrom": [[-1.48650, -1.70729, 0.51222], [-0.99190, -1.28049, -0.25996], [-0.11069, -0.40871, -0.15607], [1.32871, -0.53625, -1.14424], [1.30764, -1.81372, -1.94980], [-0.15802, 0.87332, 0.19484], [-1.10396, 1.30157, 1.46239], [-1.12484, 2.57422, 1.84836], [-1.89307, 0.38430, 2.06744], [2.13817, -0.51096, -0.41339], [1.40125, 0.34050, -1.78847], [2.22212, -1.91751, -2.53787], [1.21500, -2.68008, -1.29795], [0.45733, -1.81266, -2.62831], [0.64515, 1.48062, 0.16697], [-1.77070, 2.89375, 2.64972], [-0.53486, 3.32378, 1.35218], [-1.54083, -0.50440, 1.92194]]}

---

## d
{"formula": "C5H10N2O", "method": "the ωB97M-V functional and the def2-TZVPD basis", "total_charge": 0, "orbital_gap_ev": [7.6, 8.8], "species": ["C", "C", "C", "N", "C", "C", "N", "O", "H", "H", "H", "H", "H", "H", "H", "H", "H", "H"], "positions_angstrom": [[-0.34872, 1.17829, 0.60223], [-2.00941, -0.47873, 0.66576], [0.94132, -1.32755, 0.20941], [-0.82462, 0.05532, 1.25079], [0.53478, 0.29845, -0.60929], [1.99178, 0.75492, -0.62679], [-0.04919, 0.00377, -1.73957], [2.54892, 1.36709, 0.23764], [-0.68749, 0.73433, -2.04918], [-1.08036, 1.82761, 0.10524], [0.35734, 1.74826, 1.20034], [2.48691, 0.48731, -1.57982], [-1.81150, -0.82161, -0.37536], [-2.79177, 0.28744, 0.56145], [-2.39341, -1.29914, 1.27309], [0.09244, -1.99464, 0.19754], [1.68467, -1.63422, -0.52183], [1.35831, -1.18688, 1.19836]]}

---

c (115.6 kJ/mol below the next structure)

---

## a
{"formula": "C5H10N2O", "method": "the ωB97M-V functional and the def2-TZVPD basis", "total_charge": 0, "orbital_gap_ev": [5.8, 5.8], "species": ["C", "C", "N", "N", "C", "C", "C", "O", "H", "H", "H", "H", "H", "H", "H", "H", "H", "H"], "positions_angstrom": [[1.18827, 0.65069, -0.17665], [0.42173, -0.57564, -0.35621], [1.35121, 1.54011, -1.17771], [-0.80116, 1.15985, 0.70874], [-1.17235, -0.19139, -0.11035], [0.93576, -1.78486, -0.52346], [-1.97426, -1.18621, 0.48057], [2.04245, 0.83231, 0.84538], [1.90010, 0.13445, 1.49816], [1.58749, 2.48579, -0.91397], [0.74961, 1.43954, -1.97855], [-1.44221, 1.94373, 0.57565], [-0.80455, 0.91260, 1.69801], [-1.61399, 0.21588, -1.02710], [2.00083, -1.97294, -0.59293], [0.25407, -2.63021, -0.52968], [-1.60118, -1.71334, 1.35130], [-3.02182, -1.26034, 0.22880]]}

---

## b
{"formula": "C5H10N2O", "method": "the ωB97M-V functional and the def2-TZVPD basis", "total_charge": 0, "orbital_gap_ev": 8.7, "species": ["C", "C", "C", "C", "C", "H", "H", "H", "H", "H", "H", "H", "H", "H", "H", "N", "N", "O"], "positions_angstrom": [[0.14537, 2.41556, -0.73048], [-0.74185, 1.18350, -0.36981], [-2.00374, 1.20594, -0.52898], [-0.52620, -1.14576, 0.30743], [0.56820, -1.90117, 0.89366], [-0.27847, 3.31782, -1.31710], [0.91610, 3.00093, -0.01971], [0.85806, 1.81597, -1.25058], [-2.68122, 0.35766, -0.47788], [-2.59470, 2.00019, -1.19983], [0.98101, 0.15495, -0.09006], [-0.18644, -3.06941, 1.38443], [0.67562, -0.95887, 1.95848], [2.57971, -2.08314, 1.25395], [1.92471, -3.01020, -0.43249], [0.04884, 0.12148, -0.04428], [1.93718, -2.00546, 0.34718], [-1.62216, -1.39998, 0.31607]]}

---

a (141.6 kJ/mol below the next structure)